119
Properties=species:S:1:pos:R:3 method="wB97M-V/def2-TZVPD" multiplicity=3 s2=2.02 orbital_gap_ev="6.89 / 6.68" e_tot_ha=-4764.3368 relative_energy_kj_mol=0.0 total_charge=+2
V -0.075 0.152 0.026
O -1.320 1.471 1.463
N -0.912 0.191 1.851
C -1.146 -0.186 3.037
C -0.698 -1.477 3.524
C -1.078 -1.817 4.825
C -0.703 -3.031 5.378
C 0.058 -3.912 4.629
C 0.438 -3.581 3.334
C 0.076 -2.369 2.762
P 0.574 -2.099 1.022
C -0.209 -3.492 0.174
C -1.532 -3.314 -0.232
C -2.220 -4.363 -0.824
C -1.588 -5.585 -1.021
C -0.272 -5.762 -0.620
C 0.419 -4.720 -0.020
C 2.361 -2.343 1.016
C 3.004 -2.716 -0.165
C 4.384 -2.836 -0.200
C 5.133 -2.575 0.939
C 4.500 -2.182 2.110
C 3.119 -2.060 2.150
H -2.253 1.283 1.162
H -1.704 0.473 3.696
H -1.678 -1.124 5.400
H -1.007 -3.286 6.383
H 0.357 -4.865 5.045
H 1.028 -4.288 2.765
H -2.035 -2.365 -0.075
H -3.249 -4.226 -1.127
H -2.125 -6.402 -1.485
H 0.217 -6.715 -0.766
H 1.443 -4.871 0.296
H 2.426 -2.932 -1.054
H 4.874 -3.148 -1.113
H 6.209 -2.685 0.916
H 5.081 -1.985 3.001
H 2.638 -1.763 3.074
C 4.919 1.049 0.262
C 4.528 1.609 1.610
C 5.657 2.315 2.322
O 3.464 2.622 1.395
P 1.954 2.238 1.481
O 1.686 0.876 0.931
C 1.102 3.540 0.554
P 0.664 3.101 -1.145
O 0.508 1.629 -1.323
O 1.817 3.722 -1.994
C 2.249 3.265 -3.335
C 3.163 2.071 -3.169
C 1.066 3.000 -4.241
O -0.702 3.790 -1.466
C -0.976 5.225 -1.277
C -1.215 5.837 -2.638
C -2.173 5.318 -0.358
O 1.441 2.276 2.960
C 1.375 3.363 3.958
C 2.441 4.416 3.760
C -0.030 3.926 3.960
H 5.690 0.290 0.397
H 5.326 1.839 -0.370
H 4.064 0.585 -0.229
H 4.096 0.827 2.238
H 5.978 3.187 1.751
H 6.507 1.640 2.418
H 5.363 2.633 3.322
H 1.732 4.433 0.541
H 0.180 3.779 1.086
H 2.810 4.129 -3.685
H 2.613 1.215 -2.775
H 3.987 2.310 -2.498
H 3.583 1.803 -4.139
H 0.470 2.162 -3.876
H 1.436 2.748 -5.235
H 0.431 3.879 -4.336
H -0.092 5.672 -0.812
H -2.015 5.303 -3.152
H -0.312 5.809 -3.246
H -1.516 6.878 -2.526
H -3.042 4.856 -0.827
H -2.404 6.363 -0.152
H -1.982 4.817 0.593
H 1.557 2.824 4.887
H 2.305 4.965 2.827
H 3.441 3.992 3.778
H 2.363 5.137 4.574
H -0.214 4.558 3.090
H -0.168 4.545 4.846
H -0.769 3.126 3.983
I -7.266 2.348 -4.768
C -5.876 1.627 -3.392
C -6.307 1.141 -2.163
C -5.379 0.672 -1.250
C -4.023 0.676 -1.562
C -3.600 1.159 -2.797
C -4.522 1.638 -3.709
C -3.033 0.202 -0.552
O -3.348 0.036 0.637
O -1.814 0.112 -0.967
H -7.361 1.132 -1.923
H -5.698 0.301 -0.285
H -2.543 1.168 -3.030
H -4.195 2.019 -4.667
C 1.757 -1.655 -4.804
C 0.557 -2.154 -3.984
C -0.771 -1.776 -4.658
C 0.642 -3.668 -3.739
C 0.581 -1.496 -2.679
N 0.558 -1.014 -1.641
H 1.737 -2.131 -5.784
H 2.700 -1.908 -4.320
H 1.710 -0.575 -4.947
H -0.822 -2.271 -5.628
H -0.842 -0.700 -4.815
H -1.623 -2.100 -4.060
H 0.581 -4.182 -4.698
H -0.179 -4.010 -3.107
H 1.586 -3.942 -3.266